{"formula": "C4H8AsCl8F6NiO8P2Y2", "method": "wB97M-V/def2-TZVPD", "species": ["Y", "Y", "Ni", "P", "O", "O", "O", "O", "P", "O", "O", "O", "O", "As", "F", "F", "F", "F", "F", "F", "C", "Cl", "Cl", "H", "H", "C", "Cl", "Cl", "H", "H", "C", "Cl", "Cl", "H", "H", "C", "Cl", "Cl", "H", "H"], "xyz": [[2.467, -0.787, 0.890], [-0.122, -3.261, -1.162], [-0.483, -2.156, 2.313], [2.152, -3.771, 1.226], [3.187, -4.589, 1.989], [1.396, -2.639, 1.970], [1.335, -4.291, 0.027], [3.294, -2.881, 0.589], [0.086, -0.398, -0.440], [-0.811, -1.155, -1.489], [1.315, 0.568, -0.559], [1.117, -1.618, -0.560], [-0.058, -0.693, 1.060], [0.802, 0.699, 4.215], [2.027, 0.008, 5.140], [1.916, 0.416, 2.738], [-0.340, 1.267, 3.096], [-0.273, 0.845, 5.510], [1.486, 2.233, 4.348], [0.235, -0.959, 3.885], [-3.296, 0.506, 1.563], [-2.723, -0.854, 2.542], [-3.594, 0.026, -0.114], [-4.216, 0.879, 1.994], [-2.536, 1.280, 1.577], [1.455, -0.361, -4.131], [0.612, -1.614, -5.080], [1.988, 0.969, -5.140], [0.778, -0.016, -3.359], [2.335, -0.811, -3.687], [-2.749, 1.096, -3.454], [-4.322, 1.843, -3.199], [-2.738, -0.019, -4.822], [-2.034, 1.888, -3.634], [-2.488, 0.542, -2.559], [0.679, 3.585, -0.758], [-0.992, 3.116, -1.160], [0.858, 3.876, 0.968], [1.307, 2.748, -1.030], [0.947, 4.483, -1.299]], "nbo_charge": [2.4047, 2.3394, 0.9914, 2.5283, -0.6143, -1.2369, -1.2376, -1.0187, 2.5208, -1.1958, -1.1549, -1.3491, -1.2036, 2.8707, -0.5888, -0.7011, -0.6067, -0.5904, -0.5894, -0.6908, -0.3795, -0.0255, -0.0133, 0.2493, 0.2501, -0.4014, -0.0306, 0.0223, 0.2192, 0.2143, -0.4102, -0.0076, -0.0257, 0.2271, 0.2164, -0.3930, -0.0562, 0.0004, 0.2352, 0.2313], "energy_ev": -259692.9655, "gap_ev": [7.255, 4.737], "s_squared": 2.1833, "multiplicity": 3, "e_lumo_ev": [-5.7758, -6.6589], "largest_force_ha_per_bohr": 0.1075, "charge": 1}

{"formula": "C5H13N2", "method": "wB97M-V/def2-TZVPD", "species": ["C", "C", "C", "C", "C", "N", "N", "H", "H", "H", "H", "H", "H", "H", "H", "H", "H", "H", "H", "H"], "xyz": [[0.063, -1.508, 0.306], [-1.389, 0.842, 1.818], [1.790, -0.750, -1.254], [-0.487, 0.018, -1.556], [-0.144, 1.301, 1.050], [0.762, 0.298, 0.620], [0.510, -0.461, -0.591], [0.794, -2.189, 0.696], [-0.973, -1.555, 0.578], [-1.114, 0.093, 2.555], [-1.818, 1.690, 2.340], [-2.152, 0.441, 1.154], [2.117, 0.124, -1.815], [2.539, -0.972, -0.495], [1.680, -1.598, -1.926], [-1.457, 0.157, -1.082], [-0.159, 0.962, -1.992], [-0.591, -0.719, -2.351], [-0.450, 1.937, 0.211], [0.477, 1.890, 1.734]], "nbo_charge": [-0.0399, -0.6148, -0.4062, -0.4317, -0.2953, -0.1760, -0.1367, 0.2490, 0.2421, 0.2264, 0.2485, 0.1998, 0.2435, 0.2529, 0.2359, 0.2372, 0.2454, 0.2511, 0.2120, 0.2568], "energy_ev": -8365.6768, "gap_ev": 9.712, "e_lumo_ev": -4.7971, "largest_force_ha_per_bohr": 0.0800, "charge": 1}